184
Properties=species:S:1:pos:R:3 method="wB97M-V/def2-TZVPD" gap_ev=5.396 e_homo_ev=-13.1978 charge=+3 molar_mass_g_mol=1472.89
F -1.1208 -3.9618 -3.7663
N -2.1489 -0.5066 -2.2716
H 2.4046 -2.0957 4.4564
C -3.3777 -0.9139 2.5513
F -5.1068 -2.9566 0.6216
B 2.2108 -4.3855 -0.2076
H 5.4634 -3.4092 -6.8697
H 1.5954 3.3561 -0.2230
F -3.0472 3.2040 1.8577
B -4.5567 1.5685 -3.1681
C -1.1874 13.2114 1.6431
C 2.8292 -2.9579 3.9422
H 0.1346 4.6825 0.8266
O -2.4541 -7.9390 0.2414
H 0.5314 1.4568 -1.7113
H 1.9300 8.6595 -1.2771
C 0.0834 -1.6764 1.1914
H 3.8447 -3.2920 -7.5448
H 3.2166 -6.2340 2.0290
H -2.0938 -2.2726 3.6328
H 4.4077 -4.8556 -7.3143
C 0.0819 2.2345 -5.8221
C -1.9754 -6.3078 -1.4790
C -4.4865 0.7919 3.7807
C -0.8972 -2.7932 7.3313
C -0.5302 1.2449 -1.8383
H -1.9905 -4.6012 -0.1214
N 1.4365 5.4508 -0.5393
C -0.0252 6.8300 0.7712
F -1.8347 -5.2157 4.5192
H -2.0184 13.1140 2.3417
C 0.2966 9.8386 1.8415
H 1.5006 -4.5622 4.0523
H -1.4436 12.1712 -0.6549
C 4.9275 1.2787 -0.5287
H 4.2742 -0.5471 -3.3493
F -4.9830 2.8466 -3.5387
H -0.0468 -6.4627 -2.4776
F -1.2312 4.2379 2.6645
C -0.6218 -0.3019 -2.1724
H -0.3306 -2.2455 -1.5114
N -1.4066 -5.3955 -0.3411
H 3.7304 -7.3572 3.2979
B -0.9689 -4.8198 3.5246
N 1.0686 3.3685 -5.6879
C -0.6829 -0.5482 8.0366
H 3.7193 2.5576 1.7113
F -1.8842 -1.9908 -4.5248
H 0.6565 9.1642 2.6043
H 2.5601 -0.6196 -3.5806
H 4.4711 -4.3160 -3.3245
C -3.0591 -7.2785 -0.8979
H -2.2634 -1.2498 -2.9459
C 0.4520 7.9550 0.1750
O 4.0696 -3.8753 -5.4584
C 3.3794 -1.0812 -3.0294
F -5.4733 0.6898 -3.6974
B -0.8866 -2.9387 -4.6892
N 4.3939 -3.4824 -2.7594
H -0.6083 9.7942 -1.3510
H -1.0997 1.8862 -2.5109
C 0.4767 -2.2455 9.2895
F 0.3024 -2.3313 -4.3319
C -1.5866 -0.1872 6.9974
H 1.5969 1.5314 2.1076
H 0.8622 4.3290 -7.6216
C 4.4735 -3.8653 -6.8636
H -0.2442 -2.7151 1.2350
H 1.9758 3.0801 -7.6539
F -4.4406 1.4425 -1.7776
F -2.8888 -2.9569 0.1601
H 2.1601 -0.0601 2.0231
N 2.3862 -4.3793 4.5021
H -1.3073 3.6811 -6.6931
C 1.4477 7.8139 -0.8094
C 3.3041 -2.5459 -3.4612
H 3.0541 4.2508 -1.0335
H 5.5453 2.0556 -0.0783
C -1.0039 11.4226 -0.0125
F 1.0458 -4.4879 -0.9515
F -4.4347 -4.4902 -0.7768
H -0.2661 -0.4591 -3.1907
H -0.9373 1.4159 -0.8417
H -2.4588 -5.6693 -2.2184
H -1.5154 3.1763 -4.9129
H -0.2417 -1.3088 2.1647
H 2.7755 6.3655 -1.7701
C -1.7615 -2.4490 6.3359
C 0.0253 9.3332 0.5935
C -3.2298 -8.9382 0.8407
H -1.4466 13.8183 0.7756
H 4.3973 -1.9038 -5.1590
H 2.5602 4.4466 -6.8403
O 0.2390 1.0074 -5.8107
H -0.8194 7.0145 1.4794
H 0.1458 11.4746 3.1890
H -5.0719 1.6994 3.7740
H 5.2828 -3.0449 -2.5632
H -3.9377 -8.4880 1.5367
H -0.3742 13.6638 2.2107
H 4.0649 -3.8440 -1.8756
H -3.8785 0.9020 5.8708
H 2.7507 -2.2562 -5.5747
H 1.8783 3.0489 -5.1757
C -0.9228 -7.0754 -2.2646
F 3.0519 -5.2907 -0.7119
C -2.9269 -0.7202 4.9237
H 0.1507 -1.7530 10.2056
O 2.4910 0.8135 -0.3447
H -1.7490 0.8724 6.8656
H -0.5896 -3.7793 7.6463
H 1.0641 -1.2908 -1.1273
N -0.6909 11.8943 1.2764
F -1.5419 -4.3025 2.3914
C -2.7197 -1.3943 3.6898
H -5.8837 1.0899 1.6561
C -3.8350 0.3606 4.9374
C -0.0256 -1.2679 -1.1380
H -3.4234 -1.4231 1.6000
H 2.1885 -4.5107 5.4838
F -1.8752 5.3662 -4.3512
F -1.5445 1.8979 2.8436
B -1.7110 3.0457 2.0298
H -3.3230 -8.0150 -1.6568
O -0.6253 -1.0530 0.1411
N -4.1879 0.1507 2.6319
H 3.2194 -0.9702 -1.9569
H 2.0764 -6.8884 3.2322
F -1.1950 2.8929 0.7595
C 3.6047 -2.6382 -5.0153
H 1.6367 3.7721 -1.9010
H 4.5205 1.2328 2.0269
H 1.1728 -1.6836 1.1574
F -0.2012 -3.8941 4.1008
F -4.4993 -2.3440 -1.3763
H -5.1253 -0.3049 0.7667
C 3.4286 -5.4218 4.1463
B -0.6922 5.5772 -3.6578
H -2.6355 -0.7115 -1.4106
F -0.1271 -5.8497 3.1240
C -4.9619 0.5691 1.3972
B -4.1665 -3.1992 -0.3700
H 2.3411 -2.8834 -3.0780
F -0.8458 6.6108 -2.7405
H 4.8231 1.4119 -1.6055
H -0.6624 -8.0818 -1.9369
C -2.1119 -1.1152 6.1095
H -3.5496 -9.6991 0.1288
H -3.9616 -6.8046 -0.5117
C 3.0855 -6.5069 3.0760
C 1.9446 6.5343 -1.1012
F -0.3589 4.4585 -2.9521
F 1.9449 -4.5731 1.1172
H 3.8962 -2.7526 4.0277
H -0.4833 -5.0146 -0.4907
C 0.4333 5.6026 0.3463
H -1.9162 2.1433 -6.4151
C 1.9805 4.1003 -0.9201
F 0.2575 5.8142 -4.6273
C 2.4658 0.9274 2.3689
F 2.8226 -3.1982 -0.2886
C -0.0460 11.1321 2.1828
H 2.6231 1.0519 3.4402
N 3.6487 1.5533 1.6303
H -4.3036 1.2678 0.8810
H 0.5801 4.1180 -5.2192
H 2.5588 -3.0263 2.8885
H -1.3181 -5.8677 0.5473
H 0.6238 -3.3154 9.4370
H 1.4321 -1.8055 9.0038
O 4.5658 -5.3377 4.6779
F -0.8580 -3.4372 -5.9875
F -3.3341 1.4192 -3.7912
H -0.3544 0.2263 8.7138
H -2.1283 -3.2476 5.7082
H -2.4937 0.3083 -2.7585
C -0.5502 10.1245 -0.3244
H 5.4604 0.3318 -0.4433
C 1.6399 3.8849 -7.0001
C -1.2842 2.8935 -5.9399
H -1.3655 -7.2649 -3.2424
H -2.5194 -9.5455 1.4015
N -0.4187 -1.8697 8.2262
C 3.5754 1.1859 0.1616